{"formula": "C10H10INO2", "method": "wB97M-V/def2-TZVPD", "species": ["C", "C", "C", "C", "C", "C", "C", "C", "C", "C", "N", "O", "O", "I", "H", "H", "H", "H", "H", "H", "H", "H", "H", "H"], "xyz": [[1.597, 1.351, -1.983], [-1.017, 0.457, 1.166], [-0.614, 1.853, 1.098], [-0.393, -0.546, 0.568], [0.021, 2.434, 0.105], [-0.774, -1.882, 1.042], [0.715, -0.453, -0.457], [0.506, 0.668, -1.437], [0.672, 3.625, -0.357], [-0.549, -4.169, 0.377], [2.484, 2.008, -2.317], [-1.503, -2.125, 1.987], [-0.135, -2.860, 0.271], [-1.329, 0.579, -2.486], [-1.542, 0.004, 2.013], [-1.213, 2.546, 1.862], [1.681, -0.394, 0.135], [0.768, -1.447, -0.958], [0.783, 4.475, 0.320], [0.140, 3.969, -1.154], [1.702, 3.292, -0.769], [-0.428, -4.431, -0.658], [-1.591, -4.284, 0.607], [0.018, -4.672, 1.024]], "forces_ev_per_a": [[-0.19, -0.30, -0.23], [1.11, -0.65, 1.35], [-2.67, 1.78, 0.91], [0.66, -0.14, -1.00], [0.76, -2.41, -0.57], [0.19, -1.81, 0.22], [0.54, -0.94, 0.32], [-0.98, 1.94, 2.55], [2.55, -1.00, 0.93], [-2.32, 0.87, -2.94], [0.36, 0.13, -0.23], [0.75, -0.15, -1.28], [-0.73, 3.44, 1.50], [0.49, 0.01, -0.14], [-0.71, 1.17, -0.17], [1.70, -1.25, -1.45], [-0.81, 0.40, -0.87], [0.02, 0.87, 0.03], [0.07, -0.46, 0.44], [-1.39, 1.11, -2.61], [-1.27, 0.81, 0.62], [0.15, -1.34, -0.25], [-0.56, 0.18, 0.40], [2.29, -2.26, 2.45]], "lowdin_charge": [-0.36, -0.05, -0.09, -0.21, -0.06, -0.39, -0.21, -0.69, -0.08, -0.06, 0.16, 0.11, -0.08, 0.92, 0.13, 0.16, 0.16, 0.12, 0.10, 0.05, 0.09, 0.10, 0.10, 0.06], "homo_lumo_gap_ev": [8.09, 8.09], "de_lowest_kj_mol": 224.7}

=====

{"formula": "C15H46InN3O6PS", "method": "wB97M-V/def2-TZVPD", "species": ["C", "C", "C", "C", "In", "C", "C", "C", "C", "N", "N", "C", "S", "P", "N", "H", "H", "H", "H", "H", "H", "H", "H", "H", "H", "H", "H", "H", "H", "H", "H", "H", "H", "H", "H", "H", "H", "C", "O", "H", "H", "H", "H", "C", "O", "H", "H", "H", "H", "C", "O", "H", "H", "H", "H", "C", "O", "H", "H", "H", "H", "C", "O", "H", "H", "H", "H", "C", "O", "H", "H", "H", "H"], "xyz": [[3.302, -1.753, 1.177], [3.433, -0.311, 1.886], [3.468, 0.942, 0.864], [2.103, 1.849, 0.905], [0.391, 0.473, 0.223], [-1.458, 1.694, -0.209], [-2.745, 0.848, -0.690], [-3.093, -0.438, 0.225], [-2.336, -1.797, -0.234], [-3.229, -2.808, -0.893], [-0.033, -0.823, 1.910], [-0.285, -0.008, 2.890], [-0.996, 1.085, 3.978], [1.273, -0.776, -1.807], [2.525, -0.025, -2.558], [3.803, -1.805, 0.136], [2.214, -2.135, 1.085], [3.848, -2.545, 1.833], [4.452, -0.315, 2.447], [2.560, -0.124, 2.616], [3.636, 0.597, -0.218], [4.373, 1.597, 1.152], [2.225, 2.726, 0.161], [1.915, 2.184, 1.988], [-1.736, 2.262, 0.764], [-1.172, 2.421, -1.073], [-2.685, 0.604, -1.827], [-3.659, 1.563, -0.591], [-4.232, -0.639, 0.073], [-2.970, -0.234, 1.361], [-1.443, -1.589, -0.950], [-1.941, -2.284, 0.745], [-3.139, -2.789, -1.921], [-2.870, -3.746, -0.605], [1.785, -2.037, -1.352], [0.239, -0.896, -2.818], [3.319, -0.697, -2.511], [-4.444, 2.592, -3.745], [-3.941, 2.869, -2.448], [-3.648, 2.153, -4.347], [-5.276, 1.886, -3.674], [-4.782, 3.522, -4.214], [-4.665, 3.256, -1.938], [1.785, -0.880, 6.620], [0.461, -1.329, 6.378], [2.324, -1.650, 7.171], [2.290, -0.695, 5.669], [1.757, 0.038, 7.214], [0.007, -0.628, 5.889], [0.688, -3.518, 9.764], [1.729, -2.750, 9.183], [1.093, -4.079, 10.608], [-0.105, -2.854, 10.119], [0.289, -4.215, 9.024], [1.343, -2.263, 8.440], [1.405, -4.545, -3.875], [2.133, -3.385, -3.507], [0.400, -4.478, -3.456], [1.339, -4.608, -4.964], [1.904, -5.434, -3.479], [3.016, -3.469, -3.890], [-0.753, 1.798, -6.342], [-1.928, 2.185, -5.651], [-0.960, 0.892, -6.913], [-0.449, 2.595, -7.027], [0.047, 1.598, -5.625], [-1.715, 2.990, -5.154], [-0.029, 5.459, -3.859], [-1.074, 4.611, -4.311], [0.855, 4.852, -3.661], [0.205, 6.197, -4.630], [-0.336, 5.962, -2.939], [-1.844, 5.172, -4.479]], "forces_ev_per_a": [[0.07, -0.70, 0.42], [0.48, 0.21, -0.49], [-0.19, 0.59, 0.10], [1.11, -0.95, -0.11], [0.20, 2.24, -0.60], [-0.79, -0.17, -0.50], [-0.60, 0.83, 0.73], [-0.79, -0.22, -0.97], [0.67, 0.32, 0.95], [0.75, -0.69, 0.19], [-1.34, 4.94, 7.17], [-0.42, -3.65, -4.96], [1.55, -1.88, -1.37], [1.53, 0.71, -0.68], [0.10, -0.90, 0.61], [-0.81, 0.33, 1.64], [1.70, 0.84, 0.09], [-0.93, 1.28, -1.06], [-1.88, 0.02, -0.70], [1.49, -0.53, -0.93], [-0.25, 0.41, 1.54], [-1.21, -0.89, -0.41], [-0.29, -1.26, 1.39], [0.28, -0.17, -1.63], [0.52, -0.74, -1.71], [-0.54, -0.97, 1.67], [-0.02, 0.10, 2.04], [1.51, -1.37, -0.24], [1.91, 0.15, 0.28], [0.15, -0.21, -1.98], [-1.27, 0.00, 1.44], [-0.43, 0.79, -1.85], [-0.01, 0.20, 0.82], [-0.53, 1.07, -0.46], [-1.02, 0.01, -0.42], [0.09, -0.72, 0.66], [-0.62, 0.74, -0.18], [-0.04, 0.02, 0.18], [-0.19, 0.47, -0.08], [-0.15, 0.06, 0.20], [-0.07, -0.01, -0.23], [-0.11, -0.07, -0.26], [0.30, -0.14, -0.05], [-0.22, 0.28, -0.36], [-0.10, -0.13, 0.22], [0.09, 0.09, -0.25], [0.21, 0.06, 0.12], [0.27, 0.03, 0.02], [-0.07, -0.14, -0.07], [0.03, 0.19, -0.25], [0.00, 0.08, -0.03], [0.04, 0.09, -0.09], [-0.14, -0.19, 0.09], [-0.16, -0.09, 0.16], [0.00, -0.21, 0.32], [0.32, 0.11, -0.05], [0.17, -0.10, -0.10], [0.13, 0.09, 0.00], [-0.17, -0.20, -0.01], [-0.19, -0.18, -0.07], [-0.25, 0.20, 0.14], [-0.04, 0.22, 0.30], [-0.18, 0.02, -0.16], [-0.05, 0.08, 0.08], [0.19, -0.10, -0.11], [0.15, -0.07, -0.18], [0.16, -0.21, 0.03], [-0.02, 0.09, 0.02], [-0.39, 0.06, -0.24], [-0.18, -0.02, -0.03], [0.16, 0.07, 0.09], [0.18, 0.04, 0.02], [0.16, -0.24, 0.12]], "lowdin_charge": [-0.16, -0.27, -0.32, -0.28, 0.56, -0.30, -0.32, -0.21, -0.30, -0.06, -0.05, -0.82, 0.49, 0.52, -0.44, 0.07, 0.04, 0.07, 0.10, 0.08, 0.06, 0.08, 0.04, 0.03, 0.04, 0.04, 0.11, 0.08, 0.10, 0.10, 0.07, 0.10, 0.05, 0.06, -0.07, -0.07, -0.08, -0.15, -0.15, 0.05, 0.08, 0.07, 0.08, -0.16, -0.14, 0.06, 0.08, 0.09, 0.00, -0.16, -0.14, 0.07, 0.08, 0.08, 0.03, -0.16, -0.17, 0.08, 0.07, 0.07, 0.08, -0.15, -0.16, 0.07, 0.07, 0.08, 0.03, -0.13, -0.14, 0.09, 0.08, 0.08, 0.09], "homo_lumo_gap_ev": 6.43, "total_charge": -1}

=====

{"formula": "C31H53ClNPYb", "method": "wB97M-V/def2-TZVPD", "species": ["Yb", "Cl", "P", "C", "H", "H", "C", "C", "C", "H", "C", "H", "H", "C", "H", "H", "C", "H", "H", "C", "H", "H", "H", "H", "C", "C", "H", "C", "H", "H", "C", "H", "H", "C", "H", "H", "C", "H", "H", "H", "H", "C", "H", "C", "H", "H", "C", "H", "H", "C", "H", "H", "C", "H", "H", "H", "H", "C", "C", "H", "C", "H", "C", "H", "H", "C", "H", "H", "C", "H", "H", "H", "H", "C", "C", "C", "C", "C", "C", "N", "H", "H", "H", "H", "H", "H", "H", "H"], "xyz": [[-3.827, -0.441, -2.151], [-3.715, 1.970, -2.328], [0.739, 0.038, 0.244], [-0.137, 1.644, 0.502], [-0.194, 1.773, 1.602], [-1.178, 1.470, 0.172], [-0.029, -0.998, -1.091], [0.365, -0.913, 1.797], [0.991, -1.999, -1.674], [-0.790, -1.579, -0.530], [0.344, -2.962, -2.678], [1.801, -1.454, -2.184], [1.470, -2.587, -0.874], [-0.436, -2.214, -3.762], [1.134, -3.570, -3.137], [-0.311, -3.662, -2.139], [-1.473, -1.264, -3.133], [0.263, -1.634, -4.378], [-0.939, -2.929, -4.426], [-0.799, -0.249, -2.197], [-2.039, -0.735, -3.922], [-2.168, -1.911, -2.543], [-0.108, 0.383, -2.774], [-1.531, 0.469, -1.761], [2.559, 0.356, 0.101], [1.056, -0.306, 3.033], [-0.729, -0.768, 1.905], [0.645, -1.021, 4.331], [2.150, -0.374, 2.920], [0.821, 0.764, 3.128], [0.811, -2.543, 4.265], [1.232, -0.615, 5.163], [-0.408, -0.789, 4.537], [0.177, -3.139, 3.002], [1.879, -2.800, 4.296], [0.352, -2.999, 5.150], [0.613, -2.430, 1.713], [0.423, -4.206, 2.926], [-0.917, -3.069, 3.080], [1.682, -2.625, 1.528], [0.066, -2.880, 0.872], [2.980, 0.919, -1.267], [2.720, 1.155, 0.853], [4.440, 1.391, -1.246], [2.855, 0.150, -2.045], [2.345, 1.765, -1.548], [5.417, 0.314, -0.756], [4.723, 1.726, -2.250], [4.513, 2.265, -0.582], [4.941, -0.373, 0.529], [5.556, -0.439, -1.545], [6.397, 0.770, -0.581], [3.472, -0.823, 0.482], [5.574, -1.239, 0.751], [5.053, 0.331, 1.365], [3.354, -1.634, -0.255], [3.198, -1.241, 1.460], [0.144, 2.899, -1.685], [0.392, 2.880, -0.128], [0.688, 2.167, -2.287], [-0.217, 4.145, 0.520], [1.486, 2.951, 0.027], [-1.579, 4.530, -0.065], [-0.320, 4.002, 1.605], [0.483, 4.974, 0.351], [-1.436, 4.909, -1.538], [-2.298, 3.704, 0.039], [-1.982, 5.395, 0.483], [-0.734, 3.807, -2.381], [-2.417, 5.123, -1.977], [-0.822, 5.817, -1.606], [-1.518, 3.216, -2.891], [-0.152, 4.296, -3.183], [-3.860, 1.385, 1.284], [-3.798, -0.082, 1.233], [-4.004, -1.000, 2.288], [-3.926, -2.290, 1.729], [-3.679, -2.117, 0.350], [-3.595, -3.151, -0.706], [-3.585, -0.776, 0.062], [-4.744, 1.709, 1.857], [-3.920, 1.815, 0.270], [-2.972, 1.795, 1.794], [-4.209, -0.718, 3.316], [-4.054, -3.254, 2.211], [-2.549, -3.368, -0.989], [-4.016, -4.091, -0.322], [-4.191, -2.905, -1.616]], "forces_ev_per_a": [[-1.06, -0.62, -0.78], [-0.16, 1.32, -0.22], [-0.69, 0.59, 0.13], [-0.84, -1.22, 1.09], [0.17, -0.34, 0.01], [0.30, -0.05, 0.03], [-0.03, -0.20, 0.09], [-0.09, 0.08, -0.10], [0.20, -0.10, -0.07], [0.21, 0.25, -0.05], [0.07, 0.07, 0.07], [-0.32, -0.13, 0.13], [-0.18, 0.22, -0.22], [-0.30, -0.02, 0.07], [-0.13, 0.05, 0.05], [-0.02, 0.17, -0.12], [0.54, -0.42, 0.19], [-0.10, 0.00, 0.08], [0.07, 0.14, 0.11], [0.09, 0.24, 0.05], [0.12, -0.21, 0.15], [0.49, 0.09, -0.51], [-0.30, -0.13, 0.14], [0.61, -0.26, -0.19], [0.03, -0.18, 0.09], [0.18, -0.01, 0.13], [0.18, 0.03, -0.09], [-0.20, 0.00, -0.13], [-0.22, 0.00, 0.04], [0.05, -0.27, -0.08], [0.09, 0.02, -0.16], [-0.10, -0.04, -0.08], [0.10, -0.02, -0.04], [-0.19, 0.13, 0.06], [-0.07, 0.05, -0.05], [0.11, 0.05, -0.10], [0.23, -0.17, -0.05], [-0.06, 0.14, 0.01], [0.14, 0.01, -0.04], [-0.25, 0.01, 0.11], [0.08, 0.19, 0.22], [-0.02, 0.17, -0.15], [-0.19, -0.16, -0.19], [-0.06, -0.09, 0.29], [0.07, 0.18, 0.22], [0.01, -0.04, -0.05], [-0.12, -0.09, -0.13], [-0.04, 0.01, 0.15], [-0.05, -0.08, -0.11], [-0.14, 0.19, 0.04], [-0.07, 0.05, 0.10], [-0.03, -0.11, -0.05], [0.00, -0.24, -0.06], [-0.02, 0.10, 0.02], [0.00, -0.09, -0.05], [0.07, 0.23, 0.17], [0.14, 0.10, -0.32], [2.07, -1.32, 2.97], [0.50, 1.39, -3.13], [-0.07, 0.23, 0.20], [-0.15, -0.29, 0.01], [-0.09, -0.15, 0.53], [0.02, 0.00, -0.19], [0.10, 0.04, -0.02], [-0.08, -0.09, 0.04], [0.48, -0.42, -0.33], [0.12, 0.11, 0.00], [0.02, -0.22, 0.03], [-1.22, 0.71, -1.23], [0.13, 0.06, 0.07], [-0.12, 0.05, 0.13], [-0.10, 0.49, -0.12], [-0.48, 0.34, -0.13], [0.03, 0.96, 0.10], [-0.05, -2.04, 0.49], [0.27, 1.04, -0.66], [0.24, -0.31, -1.21], [-0.25, 0.47, 1.79], [0.17, -0.67, -0.05], [0.00, -0.05, 1.06], [0.27, 0.01, -0.19], [0.07, -0.09, 0.45], [-0.25, 0.10, -0.19], [0.00, -0.13, -0.13], [-0.03, 0.17, 0.03], [-0.30, -0.02, -0.19], [0.09, 0.19, -0.19], [0.28, -0.21, 0.19]], "lowdin_charge": [0.48, -0.12, 1.20, -0.25, 0.08, 0.09, -0.34, -0.35, -0.20, 0.11, -0.19, 0.10, 0.09, -0.18, 0.11, 0.11, -0.27, 0.12, 0.11, -0.22, 0.09, 0.04, 0.11, 0.03, -0.35, -0.20, 0.13, -0.19, 0.10, 0.10, -0.20, 0.11, 0.12, -0.19, 0.11, 0.11, -0.20, 0.11, 0.11, 0.10, 0.10, -0.20, 0.13, -0.19, 0.11, 0.07, -0.21, 0.11, 0.12, -0.20, 0.11, 0.10, -0.20, 0.11, 0.12, 0.11, 0.08, -0.21, -0.42, 0.01, -0.18, 0.09, -0.21, 0.10, 0.11, -0.21, 0.09, 0.10, -0.34, 0.09, 0.09, 0.01, 0.08, -0.09, -0.40, -0.11, -0.11, -0.44, -0.13, -0.09, 0.08, 0.00, 0.06, 0.08, 0.08, 0.05, 0.08, 0.00], "homo_lumo_gap_ev": [2.81, 3.33], "spin_multiplicity": 2, "total_charge": -1}

=====

{"formula": "C4H14N2O", "method": "wB97M-V/def2-TZVPD", "species": ["C", "N", "C", "C", "C", "N", "H", "H", "H", "H", "H", "H", "H", "H", "H", "H", "H", "H", "O", "H", "H"], "xyz": [[-1.608, -1.870, 0.248], [-0.627, -0.854, 0.542], [-0.593, -0.447, 1.938], [-0.792, 0.273, -0.348], [0.302, 1.352, -0.231], [0.282, 2.251, -1.366], [-2.626, -1.469, 0.141], [-1.380, -2.416, -0.676], [-1.583, -2.668, 0.992], [0.424, -0.219, 2.251], [-0.832, -1.319, 2.562], [-1.363, 0.287, 2.196], [-0.881, -0.125, -1.361], [-1.686, 0.898, -0.182], [0.121, 1.890, 0.701], [1.282, 0.865, -0.122], [0.512, 1.708, -2.194], [0.645, 3.176, -1.268], [3.104, -0.367, -1.372], [3.421, -1.112, -0.856], [3.878, 0.167, -1.597]], "forces_ev_per_a": [[-0.10, -0.67, -0.20], [0.13, 0.35, 0.07], [-0.26, -1.41, 0.33], [0.29, 1.00, -0.36], [0.83, -0.59, 0.39], [-1.20, -1.21, -0.19], [-0.12, -0.07, 0.21], [0.12, 0.46, -0.15], [-0.14, 0.27, 0.27], [-0.08, 0.78, -0.09], [-0.05, 0.01, -0.18], [0.27, 0.46, 0.00], [0.27, 0.16, -0.11], [-0.59, -0.61, 0.17], [0.01, 0.22, -0.10], [-0.11, -0.07, 0.05], [0.27, 0.91, 0.03], [0.47, -0.01, -0.09], [0.04, 0.24, -0.19], [0.10, 0.02, 0.02], [-0.14, -0.25, 0.14]], "lowdin_charge": [-0.13, -0.27, -0.11, -0.24, -0.30, 0.00, 0.08, 0.08, 0.08, 0.08, 0.08, 0.09, 0.11, 0.12, 0.10, 0.09, 0.07, 0.05, -0.06, 0.04, 0.04], "smiles": "CN(C)CCN.O", "homo_lumo_gap_ev": 9.10, "de_lowest_kj_mol": 172.2}

=====

{"formula": "C12H18NO2", "method": "wB97M-V/def2-TZVPD", "species": ["C", "C", "C", "C", "C", "C", "C", "C", "C", "C", "C", "C", "N", "O", "O", "H", "H", "H", "H", "H", "H", "H", "H", "H", "H", "H", "H", "H", "H", "H", "H", "H", "H"], "xyz": [[-4.726, 0.968, 0.131], [-4.303, 0.339, -1.028], [-3.826, 1.212, 1.155], [-2.980, -0.036, -1.164], [-2.500, 0.833, 1.028], [-2.075, 0.204, -0.135], [-0.053, -1.924, 1.053], [-0.582, -2.392, -0.323], [-0.626, -0.145, -0.396], [5.046, 0.556, 0.533], [3.622, 1.324, -1.436], [3.706, 0.644, -0.110], [0.148, -0.468, 0.861], [-0.415, -1.274, -1.171], [2.713, 0.183, 0.439], [-5.754, 1.278, 0.239], [-4.998, 0.154, -1.832], [-4.153, 1.708, 2.055], [-2.623, -0.511, -2.064], [-1.822, 1.066, 1.840], [-0.785, -2.105, 1.837], [0.888, -2.399, 1.314], [-0.007, -3.212, -0.750], [-1.637, -2.678, -0.260], [5.465, 1.553, 0.648], [5.724, -0.009, -0.104], [4.976, 0.075, 1.505], [3.088, 2.266, -1.312], [4.603, 1.529, -1.849], [3.045, 0.716, -2.131], [-0.188, 0.086, 1.654], [1.166, -0.240, 0.686], [-0.139, 0.696, -0.915]], "forces_ev_per_a": [[-0.02, 0.03, 0.10], [0.05, 0.01, -0.06], [-0.02, 0.04, 0.08], [0.16, -0.03, 0.12], [-0.04, -0.05, -0.17], [0.08, -0.19, 0.12], [-0.18, -0.74, -0.04], [-0.18, -0.39, 0.15], [0.15, 0.77, -0.57], [-0.07, -0.18, 0.38], [-0.13, -0.03, -0.17], [-0.02, -0.08, 0.11], [0.19, 0.52, -0.04], [0.09, 0.22, -0.11], [0.12, 0.02, -0.04], [-0.09, 0.00, 0.00], [-0.08, -0.02, -0.06], [-0.05, 0.05, 0.10], [-0.05, -0.08, -0.14], [0.04, 0.04, 0.07], [0.07, 0.10, 0.04], [0.04, 0.13, 0.06], [-0.05, 0.03, 0.10], [0.13, 0.03, 0.02], [0.08, 0.14, -0.06], [0.07, -0.01, -0.14], [0.00, 0.01, -0.01], [-0.03, 0.11, 0.03], [0.06, 0.03, -0.06], [-0.02, -0.04, -0.01], [0.16, -0.20, -0.15], [-0.48, 0.00, 0.07], [0.03, -0.24, 0.29]], "lowdin_charge": [-0.06, -0.05, -0.06, -0.02, -0.03, -0.17, -0.05, -0.12, -0.26, 0.00, 0.00, -0.44, 0.12, -0.05, 0.03, 0.11, 0.12, 0.11, 0.13, 0.11, 0.14, 0.14, 0.14, 0.13, 0.10, 0.10, 0.09, 0.10, 0.09, 0.10, 0.16, 0.11, 0.18], "homo_lumo_gap_ev": 10.21, "de_lowest_kj_mol": 0.0, "total_charge": 1}

=====

{"formula": "C3H3NO2", "method": "wB97M-V/def2-TZVPD", "species": ["C", "C", "C", "N", "O", "O", "H", "H", "H"], "xyz": [[-1.125, 0.183, 0.667], [-0.287, -0.287, -1.472], [0.044, 0.081, -0.221], [-2.023, 0.215, 1.422], [1.391, 0.700, 1.539], [1.367, 0.094, 0.256], [0.304, -0.528, -2.284], [-1.268, -0.385, -1.933], [1.596, -0.074, 2.026]], "forces_ev_per_a": [[2.50, -0.17, 0.18], [-1.96, -2.10, -7.34], [-1.01, 2.24, 8.69], [0.62, 0.10, -0.91], [-0.36, 0.98, -1.07], [-2.10, 0.05, -1.42], [2.27, -0.32, -0.86], [-0.37, 0.43, 1.35], [0.41, -1.21, 1.38]], "lowdin_charge": [-0.17, 0.07, -0.30, 0.15, 0.04, -0.02, 0.04, 0.09, 0.09], "homo_lumo_gap_ev": [7.16, 8.78], "spin_multiplicity": 3, "de_lowest_kj_mol": 329.3}